{"formula": "C22H28BaN6O7S2", "method": "wB97M-V/def2-TZVPD", "symbols": ["Ba", "O", "S", "O", "N", "C", "O", "C", "C", "C", "C", "C", "C", "H", "H", "H", "H", "C", "C", "C", "C", "N", "N", "H", "H", "H", "H", "H", "H", "H", "H", "H", "H", "H", "H", "S", "C", "N", "C", "C", "C", "N", "H", "H", "H", "H", "H", "H", "H", "H", "O", "C", "O", "C", "C", "C", "C", "C", "C", "N", "O", "O", "H", "H", "H", "H"], "xyz": [[0.27705, -0.07416, -0.08241], [-3.73983, -1.92461, 0.20467], [-3.11260, -1.76812, 1.49410], [-2.66273, -2.96695, 2.14593], [-1.90958, -0.68393, 1.37157], [-2.12519, 0.43109, 2.08480], [-1.33301, 1.38266, 2.08565], [-3.40978, 0.37793, 2.86581], [-3.92913, 1.30618, 3.74596], [-5.14621, 1.02794, 4.36024], [-5.82344, -0.15359, 4.09252], [-5.30065, -1.09163, 3.20712], [-4.09524, -0.79875, 2.61114], [-3.39958, 2.22651, 3.95205], [-5.57026, 1.73983, 5.05604], [-6.76924, -0.35129, 4.57913], [-5.82067, -2.01564, 2.99380], [-2.76098, -2.60856, -3.12806], [-1.54941, -3.32053, -2.53527], [-1.98502, -4.63544, -1.88841], [-0.49590, -3.56132, -3.60901], [-1.00458, -2.37314, -1.53249], [0.11349, -2.82288, -0.74710], [-3.23286, -3.23567, -3.88530], [-2.45795, -1.66931, -3.59181], [-3.49642, -2.39309, -2.35138], [-2.45295, -5.28222, -2.63128], [-2.70784, -4.44857, -1.09152], [-1.13686, -5.18430, -1.47419], [-0.90363, -4.19934, -4.39333], [0.38347, -4.06745, -3.20677], [-0.18204, -2.61610, -4.05311], [-1.75051, -2.18652, -0.86379], [0.90629, -2.96404, -1.36138], [-0.08382, -3.68801, -0.25211], [1.38446, 2.97180, -0.10157], [0.68280, 3.66673, 1.28961], [1.33022, 3.66413, 2.45786], [0.84175, 4.28398, 3.68296], [-0.67443, 4.35946, 3.64018], [-1.11832, 4.99922, 2.33562], [-0.47804, 4.32093, 1.21747], [2.20772, 3.17321, 2.45836], [1.28034, 5.28095, 3.79392], [1.17168, 3.67572, 4.52437], [-1.04036, 4.94390, 4.48418], [-1.07413, 3.34937, 3.68818], [-0.86260, 6.06382, 2.31863], [-2.19739, 4.91148, 2.21128], [-0.92347, 4.30103, 0.31675], [2.81145, -0.62301, -0.29014], [2.90329, -0.18864, -1.46936], [1.90078, 0.15047, -2.14474], [4.26801, -0.06713, -2.09051], [4.39082, 0.32689, -3.41852], [5.64437, 0.43399, -3.99870], [6.75517, 0.14596, -3.22576], [6.65808, -0.24303, -1.89928], [5.40131, -0.35193, -1.33456], [8.09513, 0.25493, -3.83608], [9.05679, 0.00466, -3.13563], [8.16272, 0.61410, -4.99477], [3.49390, 0.55096, -3.97784], [5.77127, 0.73304, -5.02822], [7.55548, -0.45379, -1.33799], [5.26886, -0.66020, -0.30747]], "forces_ev_per_angstrom": [[0.17, 0.42, -0.13], [-0.17, -0.04, -0.05], [0.32, 0.24, 0.24], [-0.06, -0.07, -0.01], [-0.41, -0.46, -0.01], [0.17, -0.02, 0.05], [-0.08, 0.06, 0.06], [-0.02, -0.08, -0.10], [-0.04, 0.07, 0.04], [0.10, 0.08, -0.02], [-0.05, -0.13, -0.05], [-0.10, -0.04, 0.01], [0.06, 0.07, -0.05], [0.05, 0.01, -0.02], [0.00, 0.00, 0.00], [0.00, 0.00, 0.01], [-0.01, -0.01, 0.02], [0.01, -0.02, -0.01], [0.03, 0.03, -0.01], [0.02, 0.01, 0.00], [-0.03, 0.01, 0.02], [0.20, 0.13, 0.31], [-0.28, 0.04, -0.02], [0.00, 0.00, 0.00], [0.00, 0.01, -0.02], [-0.01, 0.00, 0.01], [-0.01, -0.01, 0.00], [0.00, -0.01, 0.01], [0.00, -0.01, 0.01], [0.00, 0.00, -0.02], [0.02, -0.02, 0.00], [0.02, 0.01, 0.00], [-0.08, -0.06, -0.08], [0.01, -0.01, -0.02], [0.02, -0.06, -0.05], [-0.16, -0.07, 0.14], [0.19, 0.28, -0.29], [-0.03, -0.15, 0.14], [0.04, 0.02, -0.06], [0.06, 0.04, -0.06], [0.01, -0.01, -0.04], [-0.04, -0.03, 0.06], [0.02, 0.01, -0.02], [-0.03, -0.01, 0.01], [0.00, 0.02, 0.01], [-0.02, -0.05, 0.00], [-0.09, -0.10, 0.03], [-0.01, -0.01, 0.02], [0.00, 0.00, 0.01], [0.00, -0.01, 0.00], [0.40, -0.18, 0.26], [-0.26, -0.01, 0.15], [-0.02, 0.06, -0.47], [0.12, 0.00, -0.04], [0.06, 0.01, 0.09], [0.00, 0.00, -0.04], [-0.06, -0.07, 0.06], [0.12, 0.00, -0.06], [-0.15, 0.01, -0.07], [0.06, 0.21, 0.08], [-0.06, -0.06, -0.05], [-0.03, -0.08, 0.01], [-0.01, -0.01, -0.01], [0.01, 0.01, 0.00], [0.01, -0.01, 0.00], [0.03, 0.01, 0.02]], "mulliken_charge": [1.6368, -0.6849, 1.2450, -0.6838, -0.5898, 0.4897, -0.6942, 0.0610, -0.1793, -0.6065, -0.5414, -0.6010, 0.1851, 0.4265, 0.4062, 0.3898, 0.4573, -1.5722, 1.4451, -1.6584, -1.7891, 0.2302, -0.4383, 0.4164, 0.3289, 0.3347, 0.4580, 0.3124, 0.4272, 0.4282, 0.3984, 0.3791, 0.0173, 0.1546, 0.2012, -0.4149, 0.0933, -0.1438, -0.7069, -0.2367, -0.6557, -0.0719, 0.2314, 0.3063, 0.4053, 0.4190, -0.0664, 0.3128, 0.4015, 0.2416, -1.0051, 1.0162, -0.9164, -0.1068, -0.3387, -0.4829, 0.1550, -0.4604, -0.3534, 0.9944, -0.6114, -0.6099, 0.4198, 0.4749, 0.4746, 0.4454], "total_charge": 0, "e_lumo_ev": -0.200, "e_above_lowest_kj_mol": 0.0, "max_force_ev_per_a": 0.61, "total_energy_ha": -2532.32028, "spin_multiplicity": 1}



{"formula": "C36H44FN8", "method": "wB97M-V/def2-TZVPD", "symbols": ["C", "N", "C", "C", "C", "C", "C", "C", "C", "C", "N", "C", "C", "C", "H", "H", "H", "H", "H", "H", "H", "H", "H", "H", "H", "H", "H", "H", "F", "N", "C", "C", "C", "C", "H", "H", "H", "H", "H", "N", "C", "C", "C", "C", "H", "H", "H", "H", "H", "N", "C", "C", "C", "C", "H", "H", "H", "H", "H", "N", "C", "C", "C", "C", "H", "H", "H", "H", "H", "N", "C", "C", "C", "C", "H", "H", "H", "H", "H", "N", "C", "C", "C", "C", "H", "H", "H", "H", "H"], "xyz": [[-5.45613, 0.27960, -4.30178], [-4.56182, 1.30049, -3.70658], [-5.10132, 2.44042, -3.31567], [-4.39803, 3.24284, -2.37288], [-3.12463, 2.88273, -1.98446], [-2.54326, 1.71723, -2.51250], [-3.35313, 0.90043, -3.31511], [-2.38309, 3.72939, -1.06390], [-1.85044, 3.27622, 0.17365], [-1.36841, 4.17600, 1.13242], [-1.29427, 5.47977, 0.86132], [-1.84680, 5.96205, -0.29153], [-2.40521, 5.14318, -1.24997], [-0.74339, 6.31829, 1.89058], [-4.97597, -0.18653, -5.16218], [-6.28412, 0.82311, -4.75690], [-5.88883, -0.44353, -3.61046], [-6.11083, 2.74067, -3.55472], [-4.93350, 4.12425, -2.05227], [-1.55711, 1.42464, -2.18342], [-2.99780, -0.03002, -3.73271], [-1.86223, 2.23287, 0.45234], [-0.91109, 3.82922, 2.04729], [-1.82038, 7.03622, -0.40048], [-2.66916, 5.47131, -2.24449], [-1.16881, 6.09397, 2.86873], [-0.92764, 7.32305, 1.51030], [0.33883, 6.25823, 1.77527], [0.30240, -0.96947, 0.38102], [-4.19433, -2.09154, 0.24725], [-4.57639, -3.39655, 0.20360], [-5.98261, -3.46731, -0.00212], [-6.38905, -2.11425, -0.13021], [-5.28070, -1.25022, 0.11552], [-3.23280, -1.78724, 0.30174], [-3.84969, -4.19453, 0.24277], [-6.59235, -4.35232, -0.10881], [-7.40762, -1.79123, -0.28693], [-5.14255, -0.17925, 0.09693], [0.34536, -5.10348, -1.02981], [0.24307, -5.58905, -2.31071], [-0.16771, -6.92298, -2.13190], [-0.21915, -7.21581, -0.77245], [0.16810, -6.06133, -0.11222], [0.55942, -4.14917, -0.77768], [0.50169, -5.01618, -3.18897], [-0.40970, -7.54145, -2.98355], [-0.58368, -8.16670, -0.41283], [0.30724, -5.84323, 0.93634], [-0.15978, -1.73931, 4.62491], [0.75187, -1.84563, 5.60287], [0.06407, -2.07473, 6.76299], [-1.38248, -1.80650, 6.51431], [-1.43644, -1.71850, 5.14631], [0.05722, -1.56990, 3.65316], [1.79381, -1.90644, 5.32528], [0.53408, -2.34884, 7.69592], [-2.16618, -1.83108, 7.25702], [-2.26591, -1.74413, 4.45514], [4.01569, 3.26668, 0.69335], [4.45755, 4.18199, -0.21891], [4.92189, 5.27833, 0.49341], [4.81406, 5.03318, 1.84060], [4.26890, 3.73076, 1.95132], [3.69502, 2.32906, 0.49804], [4.42394, 3.83003, -1.23940], [5.38366, 6.16034, 0.07482], [5.16123, 5.62973, 2.67127], [3.96256, 3.21218, 2.84777], [2.90375, -0.68069, -2.92442], [3.16685, 0.53507, -3.53499], [4.10488, 0.21815, -4.53008], [4.46683, -1.11924, -4.44358], [3.80523, -1.62171, -3.34397], [2.23140, -0.75132, -2.17404], [2.58281, 1.42572, -3.35596], [4.31936, 0.92631, -5.31680], [5.11189, -1.64305, -5.13344], [3.73789, -2.55877, -2.81125], [4.54364, -2.28791, 1.76190], [5.70326, -1.58332, 1.52201], [6.81321, -2.08919, 2.18493], [6.30178, -3.22012, 2.77214], [4.95987, -3.30592, 2.63914], [3.55208, -2.11683, 1.67445], [5.64386, -0.74215, 0.84724], [7.85147, -1.79313, 2.15704], [6.89115, -3.95328, 3.30272], [4.21369, -4.04865, 2.87991]], "forces_ev_per_angstrom": [[-0.72, 0.47, -1.73], [-1.22, -1.48, 0.26], [1.02, 1.87, 2.52], [-1.30, -0.70, -1.95], [0.56, -0.83, -0.72], [-1.42, -0.38, 0.01], [2.02, 0.82, 0.38], [0.30, 1.77, 2.64], [-0.48, 0.33, -0.38], [0.35, -1.07, -1.63], [-1.85, -1.30, -0.94], [0.32, 0.12, 0.25], [1.07, -1.56, 0.10], [0.83, 1.78, -0.95], [0.29, -0.24, 0.39], [-0.08, 0.03, 0.17], [0.60, 0.16, 0.37], [0.00, -0.48, -0.47], [0.29, 0.11, 0.29], [0.11, -0.30, -0.23], [-0.06, -0.15, 0.18], [0.08, -0.21, -0.11], [-0.15, 0.01, 0.14], [0.08, 0.02, -0.06], [-0.36, 0.67, 0.26], [0.27, 0.15, -0.20], [-0.33, 0.27, 0.85], [0.12, -0.40, 0.78], [-0.19, 0.23, -0.20], [-0.29, 0.10, 0.09], [-1.55, -0.43, -0.43], [2.31, 1.22, -0.10], [0.61, 1.14, 0.78], [-0.80, -2.03, -1.05], [-0.02, -0.12, 0.20], [-0.02, 0.13, 0.16], [0.17, 0.11, 0.07], [0.04, 0.10, 0.06], [-0.22, -0.11, 0.11], [1.10, 1.34, -0.72], [-0.79, -1.38, 1.11], [0.44, 1.43, -1.97], [-0.09, -0.05, 0.25], [-0.83, -0.96, 0.71], [0.15, -0.06, -0.10], [-0.24, 0.01, 0.19], [0.06, -0.29, 0.24], [0.33, 0.17, 0.45], [-0.19, -0.05, -0.09], [-1.22, 0.67, -1.06], [0.13, -1.20, 0.43], [-1.03, 1.27, 0.77], [2.67, -1.34, -0.37], [-0.17, 0.21, -0.33], [-0.12, -0.07, 0.03], [0.00, -0.02, 0.37], [-0.17, 0.29, 0.10], [-0.01, -0.12, -0.30], [-0.07, 0.33, 0.16], [0.35, 0.07, 0.92], [-0.27, -0.39, 0.06], [0.48, 0.48, -2.15], [-0.81, -2.41, 1.40], [-0.04, 1.50, 0.53], [0.08, 0.22, -0.09], [0.21, 0.73, -0.16], [-0.11, -0.08, -0.20], [-0.14, 0.04, -0.14], [0.14, -0.20, -0.19], [0.58, 1.61, 0.76], [0.40, -1.84, -1.33], [-1.34, 2.18, 0.07], [0.36, -0.66, 0.51], [-1.52, -0.41, 0.03], [0.31, -0.40, 0.27], [0.09, -0.15, 0.02], [0.48, -0.10, 0.04], [0.11, -0.01, 0.33], [0.41, -0.22, -0.49], [2.12, -1.44, 1.99], [-0.28, 2.08, -1.02], [-1.39, 0.76, -1.73], [0.49, -2.33, 2.36], [-1.60, 0.08, -1.47], [0.40, 0.67, -0.62], [0.11, 0.14, 0.10], [-0.28, 0.19, -0.21], [-0.06, 0.01, 0.16], [0.37, -0.11, 0.37]], "mulliken_charge": [-1.0164, 0.0613, -0.1320, -0.7684, 0.9197, -0.6870, -0.4209, 0.5750, -0.6178, -0.3946, 0.0067, -0.1252, -0.9034, -0.9233, 0.3977, 0.3777, 0.3436, 0.4076, 0.5118, 0.7401, 0.4770, 0.5935, 0.5280, 0.3904, 0.5376, 0.4004, 0.2733, 0.4074, -0.9605, 0.0898, -0.4782, -0.4739, -0.4087, -0.6721, 0.2212, 0.4721, 0.3977, 0.3976, 0.4595, 0.0635, -0.4863, -0.2836, -0.4937, -0.5405, 0.1945, 0.3806, 0.3768, 0.3831, 0.4081, 0.0489, -0.4091, -0.4126, -0.5439, -0.4132, 0.1872, 0.3887, 0.3703, 0.3677, 0.4098, 0.0749, -0.5292, -0.4898, -0.3437, -0.5908, 0.2104, 0.4411, 0.4028, 0.4220, 0.4050, 0.0424, -0.5219, -0.3835, -0.5404, -0.4349, 0.2087, 0.4230, 0.3629, 0.3955, 0.4445, 0.0043, -0.4633, -0.5393, -0.2366, -0.5779, 0.2369, 0.4436, 0.3849, 0.3700, 0.3777], "total_charge": 1, "e_lumo_ev": -5.953, "e_above_lowest_kj_mol": 481.3, "max_force_ev_per_a": 3.35, "total_energy_ha": -1935.60864, "spin_multiplicity": 1}



{"formula": "C4H9N2", "method": "wB97M-V/def2-TZVPD", "symbols": ["C", "C", "C", "C", "N", "N", "H", "H", "H", "H", "H", "H", "H", "H", "H"], "xyz": [[0.30495, -1.31567, -0.15708], [1.26413, -0.39059, 0.47783], [2.21419, 0.43445, -0.33263], [-1.41484, 0.54854, 0.34758], [-0.20135, -0.24489, 0.25837], [-2.45588, -0.14776, -0.29398], [0.05299, -2.21894, -0.67045], [1.56140, -0.58376, 1.50461], [1.86090, 0.57457, -1.35099], [3.18012, -0.06540, -0.36820], [2.36437, 1.40742, 0.13057], [-1.15831, 1.51730, -0.10574], [-1.57125, 0.71612, 1.42324], [-2.79740, 0.24737, -1.15484], [-3.20403, -0.47877, 0.29171]], "forces_ev_per_angstrom": [[-0.30, 1.01, 0.51], [0.57, 0.15, 0.11], [0.00, 0.05, -0.01], [-0.69, 0.67, 0.17], [1.15, -1.26, -0.29], [-0.20, -0.09, -0.12], [-0.26, -0.32, -0.22], [-0.17, -0.08, 0.01], [-0.03, 0.02, -0.08], [0.05, -0.04, 0.01], [0.01, 0.05, 0.02], [-0.13, -0.24, 0.09], [-0.03, -0.04, -0.28], [0.02, 0.07, 0.04], [0.00, 0.05, 0.06]], "mulliken_charge": [-0.1195, 0.0877, -1.1921, -0.3503, 0.1262, -0.4733, 0.3847, 0.3626, 0.3438, 0.3649, 0.3209, 0.3404, 0.3422, 0.2313, 0.2306], "total_charge": 1, "e_lumo_ev": -4.535, "e_above_lowest_kj_mol": 283.3, "max_force_ev_per_a": 1.73, "total_energy_ha": -266.99138, "spin_multiplicity": 1}